[1]
{"formula": "C34H43N5O3PPdS", "method": "the ωB97M-V functional and the def2-TZVPD basis", "max_force_ha_per_bohr": 0.14113, "orbital_gap_ev": [4.9, 6.3], "multiplicity": 5, "homo_energy_ev": [-7.76, -11.13], "e_lumo_ev": [-2.840, -4.787], "total_charge": 1, "energy_ha": -2687.83940, "species": ["Pd", "C", "C", "C", "C", "N", "C", "C", "C", "C", "C", "C", "N", "C", "C", "C", "C", "C", "N", "H", "H", "H", "H", "H", "H", "H", "H", "H", "H", "H", "O", "C", "N", "S", "O", "O", "C", "C", "C", "C", "C", "C", "H", "H", "H", "H", "C", "C", "C", "C", "P", "N", "C", "C", "C", "C", "C", "C", "C", "C", "H", "H", "H", "H", "H", "H", "H", "H", "H", "H", "H", "H", "H", "H", "H", "H", "H", "H", "H", "H", "H", "H", "H", "H", "H", "H", "H", "H"], "positions_angstrom": [[1.447, -0.834, -0.028], [1.120, -0.834, 4.274], [2.462, -0.834, 4.635], [3.442, -0.834, 3.642], [3.051, -0.834, 2.303], [1.725, -0.834, 1.945], [0.804, -0.834, 2.928], [3.995, -0.834, 1.166], [5.378, -0.834, 1.196], [6.070, -0.834, -0.021], [5.371, -0.834, -1.235], [3.986, -0.834, -1.201], [3.363, -0.834, -0.015], [3.045, -0.834, -2.348], [3.452, -0.834, -3.682], [2.487, -0.834, -4.690], [1.140, -0.834, -4.350], [0.805, -0.834, -3.009], [1.712, -0.834, -2.013], [0.337, -0.834, 5.024], [2.746, -0.834, 5.683], [4.486, -0.834, 3.928], [-0.228, -0.834, 2.589], [5.929, -0.834, 2.128], [7.157, -0.834, -0.024], [5.920, -0.834, -2.168], [4.500, -0.834, -3.956], [2.787, -0.834, -5.734], [0.369, -0.834, -5.112], [-0.232, -0.834, -2.685], [1.924, 1.512, 2.200], [1.681, 1.912, 1.066], [1.447, 1.162, -0.028], [1.174, 2.095, -1.302], [2.224, 2.128, -2.315], [-0.198, 2.128, -1.797], [1.345, 3.638, -0.506], [1.234, 4.910, -1.023], [1.425, 5.967, -0.131], [1.716, 5.717, 1.227], [1.819, 4.405, 1.709], [1.627, 3.368, 0.813], [1.010, 5.061, -2.072], [1.349, 6.991, -0.487], [1.862, 6.551, 1.908], [2.042, 4.194, 2.749], [-2.461, -3.615, 0.404], [-2.701, -2.243, 1.070], [-1.853, -2.304, 2.367], [-4.181, -2.197, 1.485], [-2.203, -0.834, -0.028], [-0.546, -0.834, -0.028], [-2.701, 0.822, 0.643], [-2.460, 0.931, 2.164], [-1.854, 1.976, 0.047], [-4.181, 1.157, 0.397], [-2.701, -1.080, -1.798], [-2.461, 0.182, -2.653], [-4.181, -1.462, -1.965], [-1.853, -2.174, -2.499], [-2.615, -4.441, 1.109], [-1.435, -3.695, 0.029], [-3.153, -3.793, -0.421], [-2.103, -3.190, 2.965], [-2.011, -1.448, 3.020], [-0.783, -2.355, 2.143], [-4.468, -3.098, 2.039], [-4.842, -2.120, 0.620], [-4.394, -1.347, 2.136], [-1.434, 0.647, 2.420], [-3.151, 0.306, 2.731], [-2.614, 1.955, 2.527], [-0.783, 1.807, 0.201], [-2.102, 2.936, 0.516], [-2.013, 2.113, -1.021], [-4.842, 0.370, 0.763], [-4.395, 1.296, -0.665], [-4.469, 2.088, 0.900], [-3.152, 0.985, -2.395], [-2.615, -0.016, -3.721], [-1.435, 0.547, -2.534], [-4.842, -0.751, -1.466], [-4.395, -2.451, -1.554], [-4.469, -1.492, -3.022], [-0.783, -1.955, -2.431], [-2.103, -2.248, -3.565], [-2.012, -3.167, -2.084], [1.447, -2.526, -0.028]]}


[2]
{"formula": "C4H7NO", "method": "the ωB97M-V functional and the def2-TZVPD basis", "max_force_ha_per_bohr": 0.00997, "orbital_gap_ev": 9.7, "de_lowest_ev": 5.228, "homo_energy_ev": -8.73, "e_lumo_ev": 0.968, "energy_ha": -286.43953, "species": ["O", "C", "C", "C", "N", "C", "H", "H", "H", "H", "H", "H", "H"], "positions_angstrom": [[0.373, 0.253, -1.937], [0.468, 0.640, -0.601], [-0.873, 0.821, 0.157], [-0.566, -0.459, 0.964], [-0.472, -1.614, 0.225], [0.864, -0.511, 0.367], [-0.179, -0.548, -1.934], [1.140, 1.502, -0.557], [-1.777, 0.774, -0.458], [-0.879, 1.732, 0.763], [-0.720, -0.501, 2.049], [0.927, -1.559, -0.122], [1.692, -0.530, 1.083]]}


[3]
{"formula": "C2H4P2", "method": "the ωB97M-V functional and the def2-TZVPD basis", "max_force_ha_per_bohr": 0.07131, "orbital_gap_ev": 8.3, "de_lowest_ev": 2.155, "homo_energy_ev": -9.01, "e_lumo_ev": -0.678, "smiles": "[H]/P=C/P=C", "energy_ha": -761.17570, "species": ["C", "C", "P", "P", "H", "H", "H", "H"], "positions_angstrom": [[1.525, -1.414, 0.846], [-0.755, 0.822, -0.475], [-2.355, 1.264, -0.386], [0.088, -0.431, 0.938], [1.657, -1.940, 1.777], [2.190, -1.617, 0.029], [-0.060, 1.180, -1.228], [-2.291, 2.136, -1.502]]}


[4]
{"formula": "C4H9NSi", "method": "the ωB97M-V functional and the def2-TZVPD basis", "max_force_ha_per_bohr": 0.06521, "orbital_gap_ev": [8.8, 6.7], "de_lowest_ev": 5.392, "homo_energy_ev": [-8.92, -6.64], "e_lumo_ev": [-0.082, 0.097], "energy_ha": -501.88274, "species": ["C", "C", "C", "C", "N", "Si", "H", "H", "H", "H", "H", "H", "H", "H", "H"], "positions_angstrom": [[0.223, -3.335, 1.203], [-0.024, -2.390, 0.510], [0.690, 0.447, -0.878], [0.565, 2.682, 1.492], [-1.843, -0.815, -1.542], [-0.630, -0.845, -0.257], [0.335, -4.312, 1.749], [1.089, 0.111, -1.834], [0.177, 1.394, -0.970], [1.463, 0.536, -0.061], [0.066, 3.635, 1.388], [0.077, 1.825, 1.883], [1.623, 2.778, 1.599], [-1.569, -0.150, -2.188], [-2.242, -1.561, -2.092]]}


[5]
{"formula": "C38H40BCl2N7O2SW", "method": "the ωB97M-V functional and the def2-TZVPD basis", "max_force_ha_per_bohr": 0.02785, "orbital_gap_ev": 5.5, "de_lowest_ev": 1.811, "homo_energy_ev": -12.77, "e_lumo_ev": -7.277, "total_charge": 2, "energy_ha": -3415.93345, "species": ["W", "C", "C", "C", "C", "C", "C", "N", "C", "C", "C", "C", "C", "C", "N", "N", "C", "C", "C", "C", "C", "N", "H", "H", "H", "H", "H", "H", "H", "H", "H", "H", "H", "H", "H", "C", "C", "C", "C", "C", "C", "C", "C", "O", "B", "O", "C", "C", "H", "H", "H", "H", "H", "H", "H", "H", "H", "H", "H", "H", "C", "N", "C", "C", "S", "N", "C", "C", "H", "H", "H", "H", "H", "H", "H", "H", "H", "H", "H", "H", "Cl", "C", "C", "C", "C", "C", "Cl", "C", "N", "H", "H", "H"], "positions_angstrom": [[-1.529, 0.569, 0.515], [3.696, 1.779, -0.482], [2.653, 2.161, -1.312], [1.359, 2.244, -0.815], [1.122, 1.932, 0.514], [2.163, 1.555, 1.356], [3.453, 1.483, 0.856], [-0.218, 2.003, 1.048], [-0.607, 3.135, 1.729], [0.226, 4.234, 1.994], [-0.294, 5.298, 2.695], [-1.628, 5.325, 3.158], [-2.456, 4.269, 2.898], [-1.929, 3.180, 2.182], [-2.608, 2.029, 1.855], [-3.831, 1.902, 2.105], [-4.305, 0.635, 1.730], [-5.596, 0.279, 2.064], [-6.011, -1.017, 1.806], [-5.111, -1.924, 1.261], [-3.843, -1.494, 0.933], [-3.459, -0.220, 1.117], [4.702, 1.719, -0.872], [2.844, 2.396, -2.350], [0.536, 2.543, -1.453], [1.957, 1.326, 2.395], [4.270, 1.199, 1.506], [1.247, 4.243, 1.642], [0.344, 6.149, 2.895], [-1.987, 6.183, 3.708], [-3.486, 4.248, 3.223], [-6.230, 1.014, 2.538], [-7.017, -1.327, 2.055], [-5.381, -2.955, 1.087], [-3.109, -2.168, 0.513], [4.012, -1.390, -5.568], [3.506, -2.697, -4.944], [4.671, -3.685, -4.876], [2.409, -3.297, -5.835], [2.909, -2.413, -3.564], [3.302, -3.122, -2.422], [2.727, -2.922, -1.168], [1.745, -1.965, -1.099], [0.976, -1.570, -0.007], [0.131, -0.596, -0.488], [0.333, -0.384, -1.847], [1.353, -1.246, -2.207], [1.903, -1.446, -3.449], [4.493, -1.597, -6.525], [4.743, -0.903, -4.921], [3.201, -0.685, -5.756], [5.089, -3.815, -5.874], [4.353, -4.668, -4.525], [5.472, -3.325, -4.227], [2.807, -3.505, -6.829], [1.565, -2.614, -5.948], [2.035, -4.233, -5.417], [4.084, -3.862, -2.505], [3.037, -3.496, -0.306], [1.555, -0.879, -4.301], [2.456, -2.058, 3.478], [1.004, -2.011, 3.276], [0.440, -3.227, 2.673], [0.292, -0.921, 3.505], [-1.290, -0.723, 2.744], [0.702, -0.051, 4.432], [0.112, 1.278, 4.563], [1.380, -0.505, 5.657], [2.895, -2.458, 2.564], [2.723, -2.709, 4.310], [2.849, -1.060, 3.646], [1.082, -4.055, 2.964], [0.413, -3.141, 1.595], [-0.560, -3.406, 3.058], [-0.048, 1.710, 3.587], [0.815, 1.901, 5.113], [-0.833, 1.237, 5.107], [1.445, -1.588, 5.681], [0.779, -0.178, 6.505], [2.376, -0.073, 5.744], [-3.499, 4.083, -1.103], [-3.954, 2.687, -2.009], [-4.987, 2.754, -2.928], [-5.357, 1.614, -3.624], [-4.727, 0.394, -3.401], [-3.710, 0.339, -2.472], [-2.910, -1.167, -2.127], [-3.293, 1.484, -1.784], [-2.268, 1.365, -0.856], [-5.492, 3.695, -3.095], [-6.157, 1.671, -4.349], [-5.022, -0.495, -3.941]]}


[6]
{"formula": "C4H7NO2", "method": "the ωB97M-V functional and the def2-TZVPD basis", "max_force_ha_per_bohr": 0.01098, "orbital_gap_ev": 10.7, "de_lowest_ev": 0.469, "homo_energy_ev": -10.01, "e_lumo_ev": 0.655, "smiles": "C[C@@H](C=O)C(N)=O", "energy_ha": -361.86361, "species": ["C", "C", "C", "O", "C", "O", "N", "H", "H", "H", "H", "H", "H", "H"], "positions_angstrom": [[0.966, 1.113, -0.582], [0.204, -0.191, -0.342], [1.166, -1.318, 0.023], [2.322, -1.334, -0.319], [-0.804, -0.042, 0.789], [-0.435, 0.032, 1.949], [-2.115, -0.005, 0.428], [1.417, 1.452, 0.354], [1.765, 0.944, -1.307], [0.300, 1.897, -0.956], [-0.301, -0.505, -1.268], [0.732, -2.152, 0.611], [-2.414, -0.026, -0.532], [-2.803, 0.136, 1.152]]}